{
  "formula": "C16H46N4O6Ti",
  "method": "ωB97M-V/def2-TZVPD",
  "elements": ["Ti", "O", "H", "O", "H", "C", "C", "C", "O", "C", "N", "H", "H", "H", "H", "H", "H", "H", "H", "H", "H", "H", "C", "C", "C", "O", "C", "N", "H", "H", "H", "H", "H", "H", "H", "H", "H", "H", "H", "C", "C", "C", "O", "C", "N", "H", "H", "H", "H", "H", "H", "H", "H", "H", "H", "H", "C", "C", "C", "O", "C", "N", "H", "H", "H", "H", "H", "H", "H", "H", "H", "H", "H"],
  "xyz": [[0.9760, 0.5291, -1.0481], [2.8206, -0.5432, -1.6476], [2.8224, -1.3637, -1.1410], [2.0837, 2.3533, -0.4888], [2.4296, 3.1485, -0.0822], [-1.1460, 0.4584, 3.1741], [-0.1779, 1.4669, 2.6067], [0.9196, 1.8628, 3.5879], [0.4333, 2.2888, 4.8370], [0.2291, 3.6957, 4.8818], [0.4540, 0.9217, 1.3593], [-2.1013, 0.4919, 2.6482], [-1.3884, 0.7603, 4.2013], [-0.7277, -0.5459, 3.1789], [-0.7118, 2.3792, 2.3067], [1.4956, 2.6700, 3.1158], [1.5955, 1.0166, 3.7367], [-0.1936, 3.9341, 5.8561], [-0.4861, 4.0114, 4.1143], [1.1802, 4.2236, 4.7605], [0.8870, 0.0386, 1.6458], [1.2198, 1.5639, 1.0659], [-3.1777, 2.5205, -0.1861], [-2.2372, 2.6392, -1.3957], [-2.1408, 4.0772, -1.8665], [-3.3826, 4.4543, -2.4403], [-3.2534, 5.4865, -3.3803], [-0.9106, 2.1457, -1.0461], [-2.9816, 1.6223, 0.4097], [-4.2262, 2.4420, -0.4881], [-3.0578, 3.3622, 0.5046], [-2.6669, 1.9862, -2.1594], [-1.3621, 4.1135, -2.6442], [-1.8753, 4.7216, -1.0216], [-2.7797, 6.3829, -2.9679], [-4.2494, 5.6975, -3.7625], [-2.6415, 5.1493, -4.2342], [-0.8659, 1.7346, -0.1207], [-0.1868, 2.8642, -1.0999], [3.4397, -3.7219, 0.7610], [2.1137, -3.1387, 1.2444], [1.5921, -3.8977, 2.4647], [1.3731, -5.2703, 2.2202], [0.0389, -5.5962, 1.9343], [2.2229, -1.7101, 1.6126], [3.5997, -3.5421, -0.3083], [3.4871, -4.8100, 0.8932], [4.3255, -3.3098, 1.2544], [1.4159, -3.1845, 0.4010], [0.7208, -3.3538, 2.8608], [2.3545, -3.8091, 3.2539], [-0.5646, -5.6151, 2.8489], [0.0501, -6.5706, 1.4494], [-0.4126, -4.8811, 1.2338], [3.0335, -1.6062, 2.2217], [2.4039, -1.1601, 0.7563], [0.0578, -2.4878, -5.0207], [0.4064, -1.4998, -3.8959], [-0.1278, -2.0713, -2.5859], [-0.7060, -1.0458, -1.8014], [-1.6143, -1.4560, -0.8136], [1.8168, -1.2027, -3.9277], [-1.0230, -2.4916, -5.1850], [0.4482, -3.4854, -4.8066], [0.4977, -2.1594, -5.9667], [-0.2043, -0.6088, -4.0911], [0.6090, -2.6085, -1.9775], [-0.9199, -2.8028, -2.8278], [-2.6208, -1.0986, -1.0851], [-1.3164, -1.0499, 0.1541], [-1.6751, -2.5486, -0.7406], [2.3495, -1.9718, -4.3119], [2.2098, -0.9957, -2.9890]],
  "forces_ev_per_angstrom": [[1.0, 0.0, -0.2], [-0.6, 0.4, 1.1], [0.0, -0.1, -0.2], [-0.8, -0.3, 0.1], [0.0, -0.1, -0.1], [-0.5, 0.6, 0.6], [0.3, -0.1, -1.3], [0.2, 0.0, -0.5], [-0.1, 0.5, 0.5], [-0.1, -0.5, 0.0], [0.1, 0.5, 1.2], [0.1, -0.3, -0.3], [0.1, -0.2, 0.0], [0.0, -0.1, -0.1], [-0.1, -0.1, 0.2], [0.2, -0.1, 0.0], [-0.1, -0.1, 0.1], [0.0, 0.0, 0.0], [0.1, 0.1, 0.0], [-0.1, 0.1, -0.1], [0.0, 0.0, -0.3], [-0.1, -0.1, -0.1], [-0.2, -0.1, 0.2], [-0.3, -0.7, 1.0], [-0.1, -0.6, -0.8], [0.0, 0.1, 0.3], [0.2, -0.3, -0.5], [0.6, 0.4, -0.2], [0.2, -0.1, -0.3], [0.1, 0.3, 0.0], [0.0, 0.0, -0.1], [0.1, 0.3, -0.4], [0.0, 0.2, 0.2], [0.1, 0.1, -0.1], [-0.1, 0.1, 0.1], [0.0, 0.2, 0.1], [0.0, 0.1, 0.1], [-0.2, 0.2, 0.3], [0.1, -0.2, 0.2], [0.4, -0.5, -0.5], [0.5, 0.4, 0.1], [0.3, 0.8, 0.2], [0.2, 0.1, 0.2], [-0.1, 0.2, -0.3], [0.0, -0.4, -0.1], [-0.1, 0.1, 0.1], [-0.2, 0.1, 0.0], [-0.2, 0.1, 0.2], [-0.3, -0.1, 0.2], [-0.2, -0.4, -0.2], [0.0, -0.2, -0.1], [-0.1, -0.1, 0.0], [-0.1, -0.1, 0.1], [0.0, 0.0, 0.1], [0.0, 0.1, -0.1], [-0.1, -0.1, 0.3], [0.0, 0.5, -0.3], [0.1, -0.7, -0.6], [-0.8, -0.8, 0.0], [0.5, 0.8, -0.1], [-0.6, -0.3, 0.1], [-0.2, 0.0, -0.8], [0.0, -0.4, 0.1], [-0.2, -0.1, 0.1], [0.1, 0.1, 0.1], [0.2, 0.2, 0.1], [0.3, 0.1, -0.2], [0.0, 0.1, 0.1], [0.1, 0.0, 0.1], [0.1, 0.0, 0.0], [0.2, 0.1, 0.0], [-0.1, -0.1, -0.1], [0.3, 0.3, 0.0]],
  "orbital_gap_ha": [0.0914, 0.2717],
  "multiplicity": 4,
  "s_squared": 3.7526,
  "charge": -1
}



{
  "formula": "C16H47AgO8S7",
  "method": "ωB97M-V/def2-TZVPD",
  "elements": ["Ag", "C", "C", "O", "H", "H", "H", "H", "H", "C", "S", "O", "C", "H", "H", "H", "H", "H", "H", "C", "S", "O", "C", "H", "H", "H", "H", "H", "H", "C", "S", "O", "C", "H", "H", "H", "H", "H", "H", "C", "S", "O", "C", "H", "H", "H", "H", "H", "H", "C", "S", "O", "C", "H", "H", "H", "H", "H", "H", "C", "S", "O", "C", "H", "H", "H", "H", "H", "H", "C", "S", "O", "C", "H", "H", "H", "H", "H", "H"],
  "xyz": [[2.0699, -3.5707, -0.8402], [0.2158, -0.6651, -1.1469], [0.7361, -1.2421, 0.1397], [0.4937, -2.5965, 0.2569], [0.6659, -1.1846, -1.9965], [0.4175, 0.4094, -1.2454], [-0.8752, -0.7660, -1.1710], [0.4203, -0.6299, 1.0086], [1.8425, -1.0696, 0.1020], [1.8152, -1.7610, 4.7607], [0.3223, -2.6584, 5.1593], [0.4115, -3.9267, 4.4187], [0.7772, -3.0062, 6.8767], [1.9572, -1.6201, 3.6925], [2.7000, -2.2634, 5.1595], [1.7214, -0.7732, 5.2298], [1.4262, -2.2431, 7.2893], [1.3066, -3.9606, 6.7725], [-0.1093, -3.2195, 7.4649], [5.4145, -4.5238, 0.5904], [4.9418, -2.8335, 0.4866], [4.1485, -2.6520, -0.7658], [3.7716, -2.8372, 1.8317], [4.5849, -5.2202, 0.4667], [5.8541, -4.6794, 1.5792], [6.1939, -4.6846, -0.1502], [3.1294, -3.7157, 1.7674], [3.2446, -1.8886, 1.8576], [4.3251, -2.9192, 2.7744], [-2.8280, 0.9136, -1.3249], [-3.5458, 2.5349, -1.1220], [-2.5036, 3.4709, -1.5673], [-4.7168, 2.5251, -2.4659], [-1.9319, 0.8855, -0.7102], [-2.6043, 0.7661, -2.3809], [-3.5248, 0.1483, -0.9782], [-5.4975, 1.7727, -2.3343], [-4.2007, 2.4219, -3.4177], [-5.2197, 3.4902, -2.4044], [-0.5415, 0.3559, -4.5237], [0.4534, 1.7448, -3.9931], [1.6209, 1.8145, -4.8822], [-0.7250, 2.9902, -4.4810], [-1.5169, 0.4010, -4.0230], [-0.0611, -0.5579, -4.1812], [-0.7409, 0.3426, -5.5949], [-1.5808, 2.8842, -3.8082], [-0.9975, 2.9770, -5.5360], [-0.2860, 3.9725, -4.2943], [0.5814, 4.1913, -0.9854], [2.2905, 4.6800, -0.8691], [2.3351, 6.1433, -1.0215], [2.4289, 4.3944, 0.8713], [-0.0249, 4.5336, -0.1523], [0.5360, 3.0950, -1.0639], [0.1356, 4.4770, -1.9383], [2.2199, 3.3498, 1.1128], [1.7931, 5.0422, 1.4729], [3.4586, 4.6138, 1.1516], [-1.9249, 3.1825, 2.3955], [-0.2679, 2.4512, 2.4877], [0.4529, 3.0185, 3.6569], [-0.8140, 0.8078, 3.0062], [-2.6935, 2.5824, 2.8868], [-2.1741, 3.2868, 1.3455], [-1.8676, 4.0958, 2.9864], [0.0424, 0.1906, 3.2720], [-1.4574, 0.3661, 2.2506], [-1.3291, 0.9672, 3.9576], [-1.9299, -3.3610, -3.5153], [-3.2970, -3.6983, -2.4095], [-2.8671, -4.5406, -1.2938], [-3.4350, -2.0239, -1.7625], [-1.4701, -4.2827, -3.8672], [-1.1485, -2.7604, -3.0389], [-2.2905, -2.8344, -4.4016], [-3.1212, -1.3524, -2.5634], [-2.7107, -1.9442, -0.9461], [-4.4254, -1.8240, -1.3704]],
  "forces_ev_per_angstrom": [[-0.5, 0.3, 0.3], [-0.7, 0.6, -0.1], [1.7, -0.2, 0.0], [-0.1, -0.2, 0.0], [-0.1, 0.0, 0.0], [0.2, -0.1, 0.0], [0.2, -0.3, -0.3], [-0.4, -0.3, -0.1], [-0.2, 0.3, 0.2], [0.5, 0.7, 0.5], [-0.2, 0.6, -0.3], [-0.1, -0.7, -0.1], [0.2, -0.9, -0.4], [-0.5, -0.2, -0.1], [-0.1, -0.1, 0.0], [0.1, -0.1, -0.1], [-0.1, 0.1, 0.2], [0.2, 0.2, 0.1], [-0.1, 0.3, 0.1], [0.5, -0.6, 0.3], [0.2, 0.8, 0.6], [-0.3, -0.3, -0.7], [0.4, -0.3, 0.7], [-0.1, 0.1, -0.2], [0.0, 0.0, 0.0], [-0.1, -0.1, -0.1], [-0.4, 0.3, -0.1], [-0.2, -0.1, -0.3], [0.1, 0.0, -0.2], [-0.6, 0.1, 0.1], [-0.6, -0.4, 0.4], [0.9, 0.9, -0.2], [-0.7, -0.1, 0.1], [0.0, 0.1, -0.1], [0.2, 0.0, 0.2], [0.1, 0.3, 0.0], [0.2, -0.2, 0.0], [0.1, 0.0, 0.0], [0.2, 0.1, -0.2], [-0.8, -0.4, 0.3], [-0.4, 0.0, 0.3], [0.6, 0.0, -0.5], [-0.2, 0.7, 0.1], [0.2, 0.1, 0.0], [0.2, 0.0, -0.2], [0.4, 0.1, -0.1], [0.0, 0.1, -0.1], [0.0, -0.4, 0.0], [0.1, -0.1, 0.1], [-0.6, -1.1, -0.6], [-0.3, -0.2, -0.1], [0.1, 0.9, -0.3], [0.5, -0.5, 0.9], [0.0, 0.2, 0.0], [0.1, 0.1, 0.5], [0.2, 0.6, 0.1], [0.0, 0.0, -0.1], [-0.3, 0.1, -0.3], [0.1, 0.0, -0.1], [-0.1, -0.3, 0.6], [0.1, -0.5, -0.1], [-0.1, 0.1, 0.1], [0.0, 0.4, 0.8], [0.2, -0.2, 0.0], [-0.1, 0.5, -0.1], [0.1, 0.3, -0.5], [0.1, 0.0, -0.5], [0.0, -0.2, 0.0], [-0.3, 0.0, -0.2], [0.9, 0.4, -0.2], [-1.0, 0.2, -0.7], [0.5, -0.6, 0.6], [0.8, -0.2, -0.1], [-0.2, -0.2, 0.2], [-0.1, -0.1, 0.1], [-0.2, 0.0, 0.1], [-0.4, 0.1, 0.1], [0.0, -0.2, -0.1], [-0.2, -0.1, -0.2]],
  "orbital_gap_ha": 0.2809
}



{
  "formula": "C16H47KN7O3P2",
  "method": "ωB97M-V/def2-TZVPD",
  "elements": ["K", "O", "P", "N", "C", "C", "N", "C", "C", "N", "C", "C", "H", "H", "H", "H", "H", "H", "H", "H", "H", "H", "H", "H", "H", "H", "H", "H", "H", "H", "O", "P", "N", "C", "C", "N", "C", "C", "N", "C", "C", "H", "H", "H", "H", "H", "H", "H", "H", "H", "H", "H", "H", "H", "H", "H", "H", "H", "H", "C", "C", "C", "O", "C", "N", "H", "H", "H", "H", "H", "H", "H", "H", "H", "H", "H"],
  "xyz": [[-3.7360, 3.1314, -2.7646], [-1.5925, -3.3623, -3.3468], [-1.3012, -4.8045, -3.5727], [0.2619, -5.1131, -4.1769], [0.6087, -4.6152, -5.5314], [1.4726, -5.1673, -3.2679], [-2.3989, -5.5863, -4.6390], [-2.1900, -6.9654, -5.1976], [-3.8043, -5.0533, -4.6395], [-1.3742, -5.8457, -2.2093], [-1.1439, -7.3242, -2.2875], [-2.3665, -5.5321, -1.1816], [0.5708, -3.5265, -5.5698], [-0.1788, -4.9272, -6.2173], [1.5937, -4.9540, -5.8525], [1.5813, -4.3034, -2.6123], [2.3656, -5.2143, -3.8911], [1.3827, -6.0488, -2.6330], [-1.1485, -7.2863, -5.2210], [-2.7886, -7.6734, -4.6244], [-2.5954, -7.0045, -6.2086], [-4.3872, -5.5656, -5.4049], [-4.1949, -5.2429, -3.6397], [-3.7432, -3.9650, -4.6325], [-1.9883, -7.8427, -2.7417], [-0.3041, -7.5042, -2.9586], [-1.0831, -7.8229, -1.3202], [-1.9620, -5.9716, -0.2698], [-3.2609, -6.0713, -1.4937], [-2.3638, -4.4501, -1.0497], [-2.0309, 2.3254, 3.8105], [-1.2139, 2.4893, 5.0719], [-0.8721, 4.1584, 5.3615], [-1.7180, 5.1472, 4.8024], [0.0226, 4.6434, 6.4542], [0.2544, 1.7030, 5.0764], [1.5097, 2.1736, 4.3690], [0.3580, 0.3358, 5.5248], [-2.0460, 2.0350, 6.4686], [-1.3689, 2.1732, 7.7579], [-3.4363, 1.4977, 6.5262], [-1.2630, 6.1107, 5.0321], [-2.7220, 5.0365, 5.2120], [-1.7814, 5.0547, 3.7182], [-0.5582, 4.8441, 7.3545], [0.6217, 5.5248, 6.2255], [0.7750, 3.9419, 6.8147], [2.4296, 2.0784, 4.9458], [1.7265, 1.6704, 3.4267], [1.4295, 3.2093, 4.0386], [-0.6619, -0.0284, 5.6483], [0.7663, -0.3090, 4.7466], [0.9080, 0.3431, 6.4658], [-0.2861, 2.2197, 7.6419], [-1.7578, 3.0441, 8.2857], [-1.6036, 1.3152, 8.3879], [-3.4087, 0.4428, 6.7994], [-3.8091, 1.5055, 5.5020], [-3.9907, 2.0831, 7.2597], [3.1079, 6.6611, -2.8326], [3.0770, 5.6699, -3.9099], [3.7301, 4.3147, -3.5592], [5.0520, 4.5501, -3.0561], [5.8644, 3.4020, -3.0122], [1.7427, 5.4879, -4.4096], [2.4847, 7.5121, -3.1076], [4.0843, 7.1139, -2.6605], [2.6727, 6.2978, -1.9016], [3.6595, 6.0769, -4.7364], [3.7183, 3.6885, -4.4513], [3.1158, 3.6670, -2.9337], [6.8768, 3.6803, -2.7195], [5.9280, 2.9322, -3.9937], [5.4494, 2.8016, -2.2025], [1.8570, 4.7584, -5.0986], [1.3759, 6.2298, -4.9886]],
  "forces_ev_per_angstrom": [[0.1, 0.0, 0.1], [-0.4, -1.1, 0.2], [0.5, -2.2, -0.4], [0.6, -0.2, 0.1], [-1.2, 0.3, 0.6], [-1.4, 0.0, -0.2], [0.9, 0.7, -0.9], [-0.9, 1.1, 0.5], [1.8, -0.5, 1.3], [1.2, 0.2, 0.2], [-0.5, 1.1, -1.1], [1.4, -0.4, -0.5], [0.3, 0.2, 0.1], [0.2, -0.3, -0.2], [-0.2, -0.2, 0.1], [-0.2, 0.2, -0.1], [-0.2, -0.2, 0.0], [0.2, 0.0, -0.1], [-0.1, 0.3, 0.2], [0.1, -0.2, 0.1], [0.2, 0.2, -0.2], [0.0, 0.5, 0.0], [-0.7, -0.4, 0.0], [-0.2, 0.0, -0.9], [-0.3, 0.1, -0.2], [0.2, -0.2, 0.4], [0.7, 0.6, 0.2], [-0.4, 0.0, 0.3], [-0.7, 0.6, 0.6], [-0.8, -0.1, -0.1], [0.7, 0.3, 1.8], [-1.1, 1.5, -0.7], [2.8, -2.0, 0.4], [-0.4, 0.3, -0.4], [-0.5, -0.7, 0.2], [1.7, 1.2, -0.7], [-1.1, 0.5, -0.1], [-0.9, 0.1, 0.0], [0.3, -0.7, -0.6], [-0.6, -0.3, -0.2], [1.8, 0.0, -0.7], [-0.4, 0.2, 0.0], [-0.3, 0.6, 0.0], [-0.1, 0.0, 0.0], [-0.2, 0.4, 0.1], [-0.4, 0.2, -0.6], [-0.2, -0.5, -0.6], [-0.3, -0.1, 0.6], [-0.5, -0.7, 0.0], [-0.3, 0.2, 0.5], [0.1, -0.2, 0.5], [0.5, 0.1, 0.2], [0.1, -0.7, 0.0], [-0.2, 0.1, 0.0], [0.2, 0.2, 0.1], [0.1, -0.2, 0.0], [-0.1, -0.1, 0.4], [-0.4, 0.4, 0.2], [-0.3, -0.1, -0.3], [-0.3, 1.6, 1.3], [1.3, -0.2, -0.9], [0.2, 0.2, -0.3], [-1.0, 0.6, -0.7], [-0.2, 0.3, 0.5], [-1.2, -1.6, -0.4], [-0.2, 0.1, -0.2], [0.1, -0.5, 0.2], [0.2, -0.2, 0.1], [0.6, 0.0, 0.0], [0.6, 0.1, -0.7], [-0.1, 0.4, 1.0], [-0.1, 0.3, 0.0], [-0.2, -0.4, 0.1], [0.2, -0.9, -0.3], [-0.4, -0.5, -0.2], [0.4, 0.7, 0.4]],
  "orbital_gap_ha": 0.1989,
  "charge": 1
}



no.,largest force on an atom (eV Å⁻¹),energy (hartree)
1,1.31,-2157.01776
2,1.67,-4173.68228
3,3.46,-2529.28302